(1)
C40H44F12N3O2PdS3Sb as an isolated structure, computed with ωB97M-V with the def2-TZVPD basis set.

## Properties
HOMO level (spin up / spin down): -1.7 / -1.8 eV
E: -125894.29959 eV
Charge: -2
2S+1: 3
Orbital gap (spin up / spin down): 5.79 / 4.86 eV
Lowest unoccupied orbital energy (spin up / spin down): 4.09 / 3.04 eV
ΔE to the lowest compared entry with this formula, charge and spin: 103.4 kJ/mol

Cartesian coordinates (Å):
Pd 0.19752 -0.16453 -0.24770
C 4.13152 3.38895 3.60283
C 3.14026 2.95208 2.55661
C 1.84365 3.45477 2.54539
C 0.96144 3.08564 1.55788
C 1.30997 2.16485 0.55100
N 0.40269 1.91860 -0.45871
C 0.03286 2.86646 -1.33231
C 0.78793 4.06848 -1.42337
C 0.46332 5.06990 -2.30146
C -0.62938 4.93806 -3.15535
C -0.97730 6.01580 -4.14604
C -1.36968 3.76284 -3.09096
C -1.07605 2.72829 -2.21384
C -1.98844 1.48202 -2.16315
O -1.58547 0.41827 -1.47867
C -2.30714 1.01039 -3.62972
F -3.16336 1.82071 -4.33022
F -2.88581 -0.20097 -3.64372
F -1.18587 0.91806 -4.37138
C -3.35420 1.94254 -1.52642
F -3.18630 2.14556 -0.21138
F -4.31946 1.00686 -1.66660
F -3.89260 3.09634 -2.02133
C 2.60646 1.59595 0.60244
C 3.49282 2.02744 1.58406
C 3.04983 0.51195 -0.41091
O 2.12109 0.06573 -1.28523
C 3.65050 -0.71030 0.39608
F 2.79640 -1.14445 1.33042
F 4.81955 -0.49091 1.05430
F 3.89625 -1.75433 -0.42290
C 4.22270 1.08196 -1.27836
F 5.39343 1.31745 -0.61725
F 3.86879 2.25774 -1.83462
F 4.53983 0.24811 -2.28482
H 3.84198 4.35149 4.02665
H 4.17764 2.66352 4.41963
H 5.13200 3.48255 3.17718
H 1.53696 4.16077 3.30986
H -0.04049 3.49591 1.52638
H 1.64173 4.17970 -0.76851
H 1.06560 5.97240 -2.33778
H -0.67861 6.99669 -3.77242
H -0.45923 5.84554 -5.09407
H -2.04952 6.03040 -4.34428
H -2.22196 3.68076 -3.74870
H 4.50199 1.63951 1.59780
S -1.32611 -0.44860 7.95128
C -0.65263 -0.21432 6.44400
S -1.63130 -0.31226 5.01151
C -0.18679 -0.00744 3.96646
N 0.86549 0.14512 4.70437
N 0.63277 0.04169 6.06504
C 1.80744 0.16911 6.85113
C 1.82030 0.26850 8.24394
C 3.02480 0.36026 8.92660
C 4.23295 0.36831 8.24989
C 4.22182 0.29955 6.86367
C 3.03077 0.20394 6.16772
S -0.31056 0.04731 2.29647
H 0.89484 0.26930 8.78836
H 3.00758 0.42596 10.00796
H 5.17030 0.43106 8.78965
H 5.15274 0.31544 6.31004
H 3.02242 0.15320 5.08980
C 0.44228 -4.54582 2.40923
C 0.82484 -4.67390 0.93486
C 0.36795 -6.02840 0.40851
C 2.34295 -4.58814 0.80354
Sb -0.06775 -2.84440 -0.11201
C 0.26585 -3.33357 -2.29503
C -0.12573 -4.74526 -2.72420
C -0.53394 -2.30706 -3.08323
C 1.74939 -3.09590 -2.56651
C -2.28704 -3.21706 0.26373
C -2.54770 -2.78421 1.70298
C -2.76085 -4.65501 0.06753
C -3.07302 -2.30635 -0.67126
H 1.07355 -5.20525 3.01915
H -0.59618 -4.84151 2.56750
H 0.57260 -3.52320 2.77193
H 0.78489 -6.81905 1.04864
H 0.72318 -6.20491 -0.60561
H -0.71549 -6.13161 0.41471
H 2.80941 -5.38323 1.40148
H 2.72204 -3.63087 1.16120
H 2.65849 -4.72206 -0.23170
H -1.09411 -5.05161 -2.32704
H 0.61951 -5.47673 -2.40688
H -0.18418 -4.79002 -3.81995
H -1.59840 -2.53373 -3.08042
H -0.19146 -2.29005 -4.12645
H -0.39738 -1.30326 -2.68106
H 2.39041 -3.72007 -1.94155
H 2.00765 -2.04901 -2.39244
H 1.96597 -3.33260 -3.61732
H -2.02664 -3.41372 2.42660
H -3.62332 -2.84249 1.91801
H -2.23532 -1.75213 1.86230
H -2.39452 -5.31646 0.85510
H -2.45533 -5.05494 -0.90044
H -3.85817 -4.67395 0.10128
H -2.65888 -1.29953 -0.71375
H -4.10717 -2.22193 -0.31161
H -3.10523 -2.70421 -1.68691

***

(2)
C46H47N5OPPtSTe as an isolated structure, computed with ωB97M-V with the def2-TZVPD basis set.

## Properties
HOMO level (spin up / spin down): -7.4 / -7.4 eV
E: -88626.74915 eV
Charge: 0
2S+1: 2
Orbital gap (spin up / spin down): 7.73 / 7.19 eV
Lowest unoccupied orbital energy (spin up / spin down): 0.29 / -0.24 eV
ΔE to the lowest compared entry with this formula, charge and spin: 0.0 kJ/mol

Cartesian coordinates (Å):
Pt -0.26982 0.32495 0.63538
C 2.93786 -2.98640 3.08226
C 1.47521 -3.00126 2.85055
N 0.62580 -3.85405 3.32277
N -0.59449 -3.40770 2.88023
C -0.51996 -2.28259 2.15821
S -1.73664 -1.33692 1.48238
N 0.81313 -2.03436 2.12248
N 1.32869 -0.96432 1.39501
H 3.21870 -3.88898 3.61777
H 3.21612 -2.11618 3.67923
H 3.48531 -2.93781 2.14142
H -1.43494 -3.89050 3.14434
H 1.84573 -1.29758 0.56981
H 1.96566 -0.36686 1.93336
C -6.26558 4.30008 4.17108
C -6.63584 3.18703 3.42975
C -5.66260 2.33495 2.92845
C -4.30794 2.59072 3.14040
C -3.94942 3.71002 3.88867
C -4.92158 4.55612 4.40342
P -3.11364 1.40489 2.41005
C -1.63144 1.68660 3.45145
C -1.40836 0.77359 4.48047
C -0.29408 0.88365 5.30067
C 0.61581 1.91229 5.09744
C 0.40016 2.83316 4.08091
C -0.71414 2.71773 3.26159
C -2.69536 2.19053 0.80046
C -3.50979 3.21029 0.30274
C -3.31057 3.74641 -0.96011
C -2.26928 3.26741 -1.73611
C -1.44649 2.26493 -1.24287
C -1.63302 1.69009 0.01769
H -7.02221 4.96260 4.57171
H -7.68258 2.97684 3.25003
H -5.95331 1.45653 2.36290
H -2.90423 3.92244 4.07328
H -4.62741 5.42013 4.98604
H -2.11127 -0.03954 4.62794
H -0.13634 0.16749 6.09819
H 1.48968 1.99884 5.73100
H 1.10603 3.63712 3.91736
H -0.87384 3.43350 2.46415
H -4.32081 3.59145 0.90986
H -3.95985 4.53283 -1.32389
H -2.08169 3.67812 -2.72184
H -0.61837 1.92860 -1.85023
C 3.44945 -7.14107 -4.36306
C 3.22705 -5.74649 -3.84523
C 2.71678 -4.74900 -4.66054
C 2.49122 -3.45469 -4.19631
C 1.96273 -2.42815 -5.15960
C 2.77259 -3.15750 -2.85764
Te 2.38204 -1.21405 -2.07840
N 1.21872 1.33055 -0.23280
C 2.21056 1.81161 0.54319
O 2.94259 1.08071 1.23201
C 2.48863 3.28472 0.45389
C 1.52757 4.17901 -0.00523
C 1.80351 5.53779 -0.03114
C 3.04501 6.00295 0.38087
C 4.01127 5.10861 0.82331
C 3.73170 3.75164 0.86611
C 0.31033 -1.18787 -2.51303
C -0.54295 -2.18506 -2.03085
C -0.06225 -3.38306 -1.26047
C -1.90933 -2.07391 -2.27863
C -2.44332 -1.00634 -2.97980
C -3.92516 -0.87159 -3.19501
C -1.57131 -0.03915 -3.46310
C -0.20341 -0.10378 -3.23886
C 0.66878 1.00717 -3.76016
C 3.30919 -4.14656 -2.02128
C 3.63784 -3.89723 -0.57217
C 3.52729 -5.42142 -2.52878
H 3.37200 -7.17538 -5.44904
H 2.70827 -7.83031 -3.95325
H 4.43434 -7.51387 -4.07926
H 2.49469 -4.97524 -5.69797
H 1.96738 -2.82021 -6.17589
H 2.57410 -1.52396 -5.13389
H 0.94144 -2.13509 -4.91070
H 0.56753 3.80723 -0.33757
H 1.04858 6.23285 -0.37608
H 3.26118 7.06357 0.35571
H 4.98140 5.47115 1.13842
H 4.46233 3.03983 1.22653
H 0.73273 -3.11386 -0.56186
H 0.35329 -4.14360 -1.92611
H -0.88550 -3.82825 -0.70124
H -2.57400 -2.83420 -1.88194
H -4.47583 -1.62160 -2.62831
H -4.18172 -0.98860 -4.24991
H -4.26911 0.11475 -2.87936
H -1.97317 0.81544 -3.99759
H 0.05628 1.78304 -4.21933
H 1.37192 0.63662 -4.50944
H 1.25726 1.46469 -2.96254
H 4.18409 -2.96551 -0.42349
H 4.24077 -4.71341 -0.17417
H 2.71915 -3.83970 0.01985
H 3.94646 -6.18109 -1.87675

***

(3)
A 6-piece molecular cluster, C26H32Cl20I3N4O6PS overall, computed with ωB97M-V with the def2-TZVPD basis set.

## Properties
HOMO level: -8.8 eV
E: -340595.23423 eV
Charge: 0
Orbital gap: 8.60 eV
Lowest unoccupied orbital energy: -0.22 eV

Cartesian coordinates (Å):
C -1.70548 -4.30020 0.47563
C -0.60604 -3.28146 0.71623
C -0.88590 -1.75813 0.64759
I -1.93093 -1.33907 2.51216
C -1.45386 -1.04925 -0.62280
C -2.97611 -0.81818 -0.55810
C -3.90411 -2.00761 -0.29592
C -5.26105 -1.60282 -0.85569
O -5.93193 -0.73707 -0.35690
O -5.70154 -2.27650 -1.95422
C -0.73862 0.38186 -0.85408
C -1.51491 1.31973 -1.81928
N -2.76810 1.96480 -1.38524
C -0.53809 1.09468 0.50567
C -1.54970 1.78057 1.17734
C -1.30525 2.40471 2.39217
C -0.02967 2.33945 2.95081
C 0.88237 1.60897 2.20614
N 0.65689 1.01182 1.05951
C 0.71036 0.16919 -1.53353
N 1.51306 -0.77862 -0.80785
P 1.77833 1.76487 -1.44802
N 2.95405 1.72880 -0.40277
C 0.65349 -0.31035 -3.05894
C 1.70436 -1.36033 -3.47837
C 3.16347 -1.04214 -3.51282
O 3.72303 -0.11517 -2.97863
C 0.52139 0.86832 -4.13449
I -1.12166 0.54942 -5.54786
C 1.76917 1.14117 -5.01025
C 1.97831 0.33198 -6.30106
I 1.55329 3.22673 -5.66369
O -0.55223 -1.10767 -3.32974
S -1.27154 -1.96975 -2.22586
O -2.57281 -2.19649 -2.80476
O -0.55077 -3.20511 -2.07908
H -2.55132 -4.10506 1.13904
H -1.32959 -5.28751 0.74892
H -2.07289 -4.35762 -0.54444
H 0.26794 -3.49138 0.09548
H -0.24154 -3.45388 1.73105
H 0.08131 -1.33684 0.90131
H -3.31027 -0.41095 -1.50836
H -3.21312 -0.03412 0.15758
H -3.64717 -2.92317 -0.81714
H -4.09490 -2.25634 0.74548
H -4.94994 -2.38253 -2.55849
H -0.86853 2.15654 -2.08231
H -1.73408 0.84769 -2.77824
H -2.76802 2.94635 -1.62657
H -3.57306 1.58702 -1.86736
H -2.55809 1.83634 0.80707
H -2.10156 2.93252 2.89978
H 0.26055 2.79617 3.88049
H 1.88126 1.56481 2.63635
H 2.51273 -0.64740 -0.85605
H 1.19381 -1.73350 -0.81806
H 0.88409 2.79933 -1.11658
H 2.32237 2.02750 -2.70758
H 3.83436 1.87743 -0.88669
H 1.59416 -2.27767 -2.89407
H 1.41005 -1.66789 -4.48577
H 3.78423 -1.75157 -4.09560
H 0.22371 1.80838 -3.69246
H 2.69735 1.19769 -4.46181
H 1.55312 0.84176 -7.15950
H 3.05385 0.24885 -6.47599
H 1.57608 -0.67952 -6.27137
C -1.75973 0.82069 6.60554
Cl -1.48409 1.18880 4.89109
Cl -2.60277 -0.72691 6.75894
Cl -0.18685 0.71186 7.40285
Cl -2.73298 2.09545 7.33892
C 0.52739 5.07287 7.94057
Cl 0.34065 3.98523 6.55929
Cl -0.53198 4.55329 9.25310
Cl 2.20970 4.99346 8.46279
Cl 0.11553 6.72227 7.46634
C 3.56899 -1.34547 4.13051
Cl 5.20934 -0.70631 4.26774
Cl 2.81314 -1.37888 5.72793
Cl 2.61808 -0.30946 3.05920
Cl 3.62871 -2.98990 3.47560
C -1.48919 -3.36588 -7.65414
Cl -2.89005 -3.29551 -8.72708
Cl -0.25305 -2.23770 -8.23529
Cl -1.97422 -2.92795 -6.01842
Cl -0.82649 -5.00385 -7.65707
C 5.37576 2.60681 7.45884
Cl 5.38581 4.21289 8.21068
Cl 5.91793 2.74723 5.78503
Cl 6.46753 1.54130 8.34696
Cl 3.74466 1.93304 7.48867

***

> E of number 2 (C46H47N5OPPtSTe)?

-88626.74915 eV